1.
Below is a gas-phase ion, C4H8N2OP (charge +1) at a distorted geometry, with properties calculated with ωB97M-V/def2-TZVPD.

The geometry in XYZ format:
```
16
Properties=species:S:1:pos:R:3:forces:R:3:nbo_charge:R:1
C 0.956928 -1.419132 -0.032600 -1.760 -1.505 -0.332 0.0403
C -0.400789 -1.273328 -0.329907 5.270 0.776 1.627 -0.2016
C 0.001464 1.151050 -0.521393 3.452 1.553 0.302 -0.0597
C -1.923237 0.485981 0.689322 0.368 -0.553 2.967 -0.4384
N 1.884785 -0.496272 0.124764 -0.892 1.447 -0.119 -0.7529
N -0.899127 0.108491 -0.364539 -2.450 -0.220 0.494 -0.4361
O 3.809846 1.213302 0.118029 0.180 1.124 0.089 -0.9552
P 3.523447 -0.200823 0.046795 -0.255 -1.245 -0.052 1.5786
H 1.318068 -2.464662 0.124564 -0.498 0.585 -0.226 0.2651
H -0.990822 -2.116045 -0.452907 -1.607 -0.872 -0.246 0.2561
H 0.028444 2.029480 0.176322 -0.229 -1.279 -0.774 0.2515
H 0.674695 1.100281 -1.378302 -0.474 0.170 0.184 0.2346
H -1.587005 0.401228 1.813313 0.109 -0.615 -2.475 0.2648
H -2.226531 1.504208 0.699831 0.179 1.113 -1.062 0.2446
H -2.821328 -0.065578 0.566130 -0.532 -0.911 -0.208 0.2419
H -1.348843 0.041815 -1.279421 -0.860 0.429 -0.168 0.4665
```
Positions in Å, forces in eV/Å.

Computed properties:
- Kohn-Sham gap (spin up / spin down): 0.3091 / 0.2553 Eh
- E_HOMO (spin up / spin down): -13.64 / -13.44 eV
- Spin multiplicity: 1
- ΔE to the lowest compared entry with this formula, charge and spin: 4.0580 eV
- LUMO level (spin up / spin down): -5.23 / -6.49 eV
- Charge: +1
- M: 131.09 Da

2.
Below is a molecular structure, C42H32Br2N3O2OsP at a distorted geometry, with properties calculated with ωB97M-V/def2-TZVPD.

The geometry in XYZ format:
```
83
Properties=species:S:1:pos:R:3:forces:R:3:mulliken_charge:R:1
Os -0.150537 -0.114449 -0.023804 1.484 1.597 4.413 1.7944
O -3.655629 5.111215 -1.651521 -0.403 0.388 -0.209 -0.5126
C -2.889877 4.125526 -1.235522 0.779 -0.646 0.434 0.7525
C -1.727627 4.293129 -0.464653 -0.210 0.016 -0.126 -0.6152
C -0.991339 3.185239 -0.111126 0.053 0.081 -0.032 -0.9417
N -1.323748 1.938535 -0.454448 -0.283 -1.029 -0.391 0.1548
C -2.452335 1.780792 -1.157526 0.107 0.123 0.118 -0.1968
Br -2.894402 -0.035437 -1.567642 0.345 0.333 0.255 -0.0093
C -3.252181 2.812747 -1.580400 -0.165 0.113 -0.092 -0.5725
H -3.357142 5.991180 -1.374556 0.051 -0.246 0.008 0.3314
H -1.403795 5.274633 -0.154841 0.036 0.105 0.031 0.3977
H -0.090508 3.278354 0.481557 0.039 0.061 -0.013 0.5067
H -4.138300 2.638304 -2.166506 -0.140 -0.030 -0.052 0.5584
O 0.085873 -2.694629 -0.375064 0.136 -1.093 -0.180 -0.5652
C 0.754500 -1.926558 0.271711 -1.476 1.539 -0.923 -0.7941
C 1.958214 -2.225012 1.039277 0.759 -0.280 0.699 1.0524
C 2.347215 -3.559229 1.207625 -0.154 0.361 -0.261 -1.1884
C 3.476288 -3.861054 1.943188 0.112 0.050 0.029 -0.8606
C 4.213065 -2.842771 2.534472 -0.075 -0.145 -0.044 -0.8127
C 3.827864 -1.518752 2.393468 -0.063 0.183 -0.142 -1.0600
C 2.715509 -1.191306 1.626584 -0.572 -0.296 0.015 0.7992
P 2.149998 0.528854 1.404111 -0.148 -0.922 -2.007 1.2287
C 3.173470 1.485815 2.580082 -1.037 0.295 0.184 0.1848
C 4.438470 1.953947 2.224181 -0.124 -0.196 -0.191 -0.2762
C 5.170136 2.691310 3.135959 0.066 -0.047 -0.013 -0.7568
C 4.650277 2.967338 4.391286 -0.102 -0.040 0.005 -0.6195
C 3.400749 2.485374 4.750105 0.032 0.032 0.097 -0.7177
C 2.655973 1.751164 3.844302 -0.034 -0.089 -0.089 -0.3687
C 2.834721 1.060543 -0.195709 -0.031 0.672 0.072 -0.1453
C 3.274395 0.038167 -1.194899 -0.044 0.022 0.192 -0.0415
C 3.924853 0.583377 -2.490447 0.366 0.045 -0.064 -0.0917
C 3.768108 2.047331 -2.709234 -0.206 0.370 0.378 -1.1751
C 3.221994 2.859741 -1.797003 0.306 -0.060 -0.943 -0.8689
C 2.785920 2.369341 -0.515611 -0.073 -0.995 0.722 -0.4595
H 1.749818 -4.336233 0.751479 -0.023 -0.041 -0.028 0.5641
H 3.781070 -4.889430 2.056820 0.025 -0.096 0.073 0.4632
H 5.087631 -3.083479 3.118331 0.089 -0.015 0.066 0.4819
H 4.398086 -0.738196 2.874015 0.071 0.029 0.050 0.4579
H 4.848944 1.733216 1.249288 0.022 0.085 -0.020 0.5009
H 6.149822 3.051821 2.861509 0.078 0.027 -0.012 0.4459
H 5.219448 3.561702 5.087472 0.075 0.046 0.108 0.4323
H 3.005261 2.687832 5.732487 -0.058 0.038 0.105 0.4691
H 1.675350 1.376199 4.106419 -0.090 0.054 0.114 0.5018
H 3.887393 -0.720175 -0.699919 -0.071 -0.001 -0.154 0.8996
H 4.971705 0.306595 -2.622428 0.000 -0.026 -0.042 0.4983
H 4.127096 2.434156 -3.649983 0.049 0.163 -0.130 0.4577
H 3.112536 3.912943 -1.994032 0.085 0.188 -0.093 0.5226
H 2.455928 3.095273 0.218735 -0.012 0.031 0.055 0.6831
N -1.069139 -0.244257 1.580471 0.178 -0.467 -1.188 -0.2018
C -1.731976 -0.406291 2.643883 0.046 0.181 0.108 -0.1476
C -1.811065 0.655491 3.663157 0.267 0.596 0.185 0.6480
C -1.765153 1.997781 3.279535 -0.044 -0.302 -0.052 0.1047
C -1.837949 2.992609 4.232088 -0.003 0.080 0.197 -0.6897
C -1.934054 2.659218 5.578442 0.029 -0.038 -0.118 -0.5723
C -1.945818 1.327367 5.967823 -0.019 0.143 0.068 -0.9019
C -1.892040 0.324683 5.019280 0.130 -0.062 -0.339 -0.3169
C -2.459497 -1.659904 2.911521 -0.165 -0.686 -0.303 0.5134
C -3.722402 -1.622513 3.513355 0.256 0.158 -0.282 -0.2631
C -4.428105 -2.795008 3.698384 -0.012 -0.157 -0.006 -0.8842
C -3.879409 -4.010142 3.309191 0.138 0.113 -0.057 -0.4601
C -2.617995 -4.052227 2.725192 -0.192 -0.142 0.083 -0.8586
C -1.914890 -2.884584 2.515146 0.013 0.408 0.099 -0.0480
H -1.710040 2.238509 2.227391 -0.021 0.047 -0.035 0.3713
H -1.833252 4.029631 3.933152 -0.002 0.102 -0.021 0.4619
H -2.003826 3.437552 6.321342 0.006 0.091 0.089 0.4591
H -2.005387 1.069795 7.014614 -0.012 -0.012 0.067 0.4564
H -1.891401 -0.711675 5.322517 -0.044 -0.055 0.027 0.5959
H -4.157027 -0.674644 3.794690 -0.035 0.042 0.062 0.5803
H -5.411480 -2.762861 4.142789 -0.055 0.001 0.041 0.4304
H -4.433875 -4.923211 3.458449 -0.046 -0.092 0.029 0.4375
H -2.188921 -4.998590 2.434798 0.032 -0.088 -0.030 0.4453
H -0.928926 -2.902209 2.074539 0.017 -0.090 -0.052 0.3310
Br -0.102926 1.744105 -5.452389 0.272 -0.231 0.391 -0.1506
C 0.956730 0.839310 -4.151120 0.473 0.131 -0.988 -0.3989
C 2.190479 0.385803 -4.411602 -0.630 0.019 0.268 -0.8632
C 2.943873 -0.292794 -3.331517 -0.049 -0.007 0.057 -0.1342
C 2.146071 -0.616272 -2.043289 0.417 -0.704 0.102 -1.0087
N 0.848181 0.025712 -1.861186 -0.133 0.099 -0.626 0.3176
C 0.353767 0.680475 -2.856539 -0.249 -0.107 0.285 0.7376
H 2.651279 0.506382 -5.377962 0.019 0.082 -0.206 0.5434
H 3.450775 -1.170435 -3.732556 -0.075 -0.050 0.060 0.6132
H 2.018483 -1.689834 -1.864268 -0.080 0.255 -0.051 0.2439
H -0.616836 1.143766 -2.740825 0.003 -0.010 0.163 0.1195
```
Positions in Å, forces in eV/Å.

Computed properties:
- Kohn-Sham gap (spin up / spin down): 0.2375 / 0.2375 Eh
- E_HOMO (spin up / spin down): -13.34 / -13.34 eV
- Spin multiplicity: 1
- ΔE to the lowest compared entry with this formula, charge and spin: 3.6456 eV
- LUMO level (spin up / spin down): -6.88 / -6.88 eV
- Charge: +2
- M: 991.75 Da

3.
Below is a single C4H6BrN3S molecule at a distorted geometry, with properties calculated with ωB97M-V/def2-TZVPD.

The geometry in XYZ format:
```
15
Properties=species:S:1:pos:R:3:forces:R:3:nbo_charge:R:1
C 1.236261 0.067471 -0.153453 -2.452 0.655 2.309 -0.2843
C -1.278168 -0.120854 0.242328 3.579 -0.295 -1.361 0.0688
C 1.058710 -0.671707 -1.211354 -1.149 0.409 0.271 0.1699
C -1.427961 1.283422 2.607824 0.050 1.006 -1.369 -0.7039
N -1.362843 -0.752469 -0.817623 0.273 0.016 -0.538 -0.2940
N -0.238884 -1.110668 -1.548861 -2.003 -0.166 -0.995 -0.4194
N 1.882910 -1.090715 -2.187348 2.666 -0.405 0.253 -0.8057
S -2.450875 0.665170 1.165088 0.321 0.445 1.284 0.2875
Br 2.520769 0.502097 1.098962 -0.015 -0.170 -0.526 0.1200
H -0.345095 1.334350 2.330888 -1.021 -0.408 0.234 0.2531
H -1.650635 0.757159 3.518186 0.130 -0.438 0.155 0.2228
H -1.779739 2.322773 2.702877 0.179 -0.359 0.149 0.2236
H -0.471775 -1.121328 -2.578858 0.316 -0.032 1.802 0.3773
H 2.892702 -0.893815 -2.118816 -1.293 -0.036 -0.424 0.4059
H 1.414623 -1.170885 -3.049842 0.421 -0.223 -1.244 0.3785
```
Positions in Å, forces in eV/Å.

Computed properties:
- Kohn-Sham gap (spin up / spin down): 0.2673 / 0.2673 Eh
- E_HOMO (spin up / spin down): -7.75 / -7.75 eV
- Spin multiplicity: 1
- ΔE to the lowest compared entry with this formula, charge and spin: 2.3439 eV
- LUMO level (spin up / spin down): -0.48 / -0.48 eV
- M: 208.08 Da

4.
Below is a molecular structure, C37H52AsBN10OSScSi2, with properties calculated with ωB97M-V/def2-TZVPD.

The geometry in XYZ format:
```
106
Properties=species:S:1:pos:R:3:forces:R:3:mulliken_charge:R:1
Sc -0.013205 1.880126 -0.415661 0.211 -0.101 -0.503 -0.6643
B -0.312659 4.783608 -0.368853 -0.024 0.095 -0.018 0.9008
N -1.115497 4.334301 0.873828 0.078 0.011 0.033 -0.1460
C -1.878806 4.998564 1.739960 -0.024 -0.010 -0.037 -0.4451
C -2.500375 4.079907 2.571231 0.000 0.023 -0.001 -1.1596
C -2.044943 2.846482 2.123302 0.029 -0.010 -0.020 -0.4843
N -1.194365 3.005202 1.100664 -0.226 0.133 0.121 0.9163
N -1.165764 4.420061 -1.600338 0.050 -0.037 -0.031 -0.0463
C -1.897690 5.138524 -2.454376 -0.008 -0.010 0.036 -0.2302
C -2.624276 4.266241 -3.246842 0.004 0.005 -0.009 -1.2888
C -2.263706 3.002165 -2.789580 -0.022 0.019 0.025 -0.4571
N -1.375472 3.101724 -1.796788 -0.062 -0.031 -0.052 0.6334
H -0.031211 5.946098 -0.329290 0.017 -0.012 -0.013 -0.1296
H 0.679088 4.061936 -0.408985 -0.060 -0.117 0.064 -0.3194
H -1.928676 6.073870 1.708350 -0.002 0.013 0.014 0.4702
H -3.181086 4.278345 3.379340 -0.004 -0.001 0.007 0.4498
H -2.298642 1.866002 2.487623 0.008 -0.027 0.009 0.5039
H -1.858734 6.214479 -2.434603 -0.003 0.014 -0.012 0.4926
H -3.312713 4.511465 -4.035246 -0.006 0.000 -0.007 0.4277
H -2.615120 2.041215 -3.125553 0.002 0.005 0.000 0.5706
C -7.122356 -10.044173 1.381512 -0.001 -0.006 0.007 -0.8396
O -6.813043 -9.390636 0.160149 0.004 0.010 -0.011 -0.4569
C -6.076972 -8.262661 0.212364 0.008 0.004 0.003 0.9374
C -5.807109 -7.652919 -1.016332 -0.001 -0.002 0.001 -0.6319
C -5.065984 -6.496869 -1.068376 -0.004 -0.008 -0.001 -0.4634
C -4.570415 -5.913258 0.102499 -0.022 -0.018 0.006 0.3246
C -4.841511 -6.527413 1.317672 0.001 -0.003 -0.001 -0.7537
C -5.588485 -7.694373 1.385512 -0.005 -0.010 -0.003 -0.6836
C -3.792223 -4.681211 0.001552 0.035 0.025 -0.011 0.3395
N -3.498062 -4.062408 -1.120878 -0.016 -0.027 -0.009 -0.8669
C -2.772844 -2.966552 -0.749484 -0.003 0.004 0.031 0.7695
C -2.618843 -2.912565 0.616348 0.024 0.006 -0.042 -0.4960
N -3.274290 -4.022299 1.088204 -0.041 -0.015 0.014 -0.1000
C -1.890693 -1.881691 1.275630 0.033 0.019 -0.021 1.3700
C -1.665050 -1.790251 2.657647 0.013 0.041 0.033 -0.6991
C -0.913063 -0.754625 3.148161 -0.114 -0.011 0.013 -1.0635
C -0.395100 0.189274 2.260319 -0.084 0.079 -0.044 -0.7957
N -0.618600 0.145312 0.955386 -0.078 -0.100 0.263 1.0351
C -1.345262 -0.877539 0.454842 -0.018 -0.020 -0.014 -0.7542
C -1.507688 -0.911691 -0.983389 0.000 -0.014 -0.030 -0.0083
N -0.932197 0.092143 -1.692538 -0.074 -0.090 0.064 0.8149
C -1.025304 0.041315 -3.012630 0.027 0.047 0.004 -0.6471
C -1.695028 -0.974007 -3.700740 -0.012 -0.016 -0.001 -1.3664
C -2.295620 -1.980692 -2.991682 0.002 0.012 -0.011 -0.6376
C -2.203481 -1.962501 -1.594022 0.016 0.024 0.018 0.7617
H -7.719718 -10.909955 1.113900 0.001 0.001 0.002 0.2434
H -7.701323 -9.393144 2.040108 -0.003 0.000 0.001 0.3430
H -6.215019 -10.373540 1.892541 0.002 0.001 0.000 0.3425
H -6.194807 -8.111224 -1.915624 -0.005 -0.005 -0.003 0.4294
H -4.857852 -6.023600 -2.017670 0.004 0.007 -0.001 0.4888
H -4.474874 -6.113468 2.249782 0.003 0.008 0.002 0.2015
H -5.779695 -8.145863 2.346953 -0.004 -0.005 0.007 0.4089
H -3.385369 -4.299734 2.046802 0.008 -0.004 0.000 0.1895
H -2.066494 -2.539066 3.328858 -0.004 -0.003 0.001 0.4686
H -0.697705 -0.663717 4.203228 0.005 -0.006 0.003 0.5565
H 0.236089 0.999874 2.600333 -0.017 0.011 0.007 0.1194
H -0.547312 0.837983 -3.563926 0.016 0.000 0.012 0.7533
H -1.727616 -0.944880 -4.780438 -0.001 0.000 -0.004 0.5215
H -2.829232 -2.787772 -3.475568 -0.005 -0.008 0.005 0.5931
C 2.591484 2.027263 4.328828 -0.050 0.026 -0.015 -1.0217
Si 2.730889 3.070943 2.770162 -0.006 -0.005 0.023 0.2249
C 1.517087 4.491736 2.891267 0.010 0.000 0.003 -0.8185
C 4.468783 3.768419 2.695825 -0.014 -0.007 -0.013 -1.0699
As 2.330273 1.878850 0.806882 0.348 0.041 0.012 0.6597
Si 3.161423 -0.256319 1.188336 -0.064 0.003 0.046 0.3791
C 2.897012 -1.214842 -0.404700 0.012 0.033 -0.008 -0.2849
C 4.997134 -0.158915 1.566960 -0.026 -0.027 -0.019 -1.1279
C 2.352119 -1.293858 2.537564 0.054 -0.087 -0.065 -0.9674
H 2.778859 2.646311 5.210388 0.001 0.023 -0.015 0.4343
H 3.321678 1.218144 4.337175 0.035 -0.063 -0.009 0.2599
H 1.596873 1.589494 4.442020 -0.005 -0.014 0.010 0.2393
H 1.778018 5.120528 3.746714 -0.001 0.012 0.006 0.5072
H 0.490942 4.144898 3.030062 0.018 -0.018 0.002 0.0740
H 1.546535 5.116319 1.995797 -0.013 -0.004 -0.006 0.1260
H 4.699122 4.343525 3.596218 -0.002 0.000 0.013 0.3540
H 4.575678 4.429527 1.833692 0.003 0.002 -0.011 0.2707
H 5.211810 2.974923 2.599895 0.008 -0.018 -0.006 0.2873
H 3.317969 -0.657517 -1.239184 0.022 -0.010 -0.060 -0.5975
H 1.832698 -1.361382 -0.610928 -0.021 0.008 0.016 0.0417
H 3.371146 -2.198330 -0.360463 0.003 -0.010 -0.012 0.5792
H 5.524785 0.411444 0.800768 0.004 0.009 -0.011 0.2485
H 5.433860 -1.160117 1.614927 0.003 -0.001 0.005 0.3880
H 5.183052 0.328528 2.526076 -0.015 0.020 0.017 0.2864
H 1.363708 -1.643495 2.232708 0.112 -0.021 -0.011 0.1695
H 2.255456 -0.769283 3.486108 -0.016 0.046 0.084 0.2730
H 2.966973 -2.182219 2.710628 0.027 0.010 0.000 0.4959
C 3.210631 4.422352 -1.886676 -0.032 -0.039 0.053 -0.7139
N 3.864392 3.283337 -2.515650 -0.031 0.142 -0.112 0.3707
C 5.095367 3.643235 -3.219310 0.029 0.002 0.059 -1.2693
C 3.198865 2.158053 -2.784098 0.065 -0.231 -0.066 0.0201
S 1.480391 2.061824 -2.757955 -0.008 0.324 0.061 -0.2682
N 3.915426 1.091326 -3.197590 -0.040 -0.028 0.071 0.1619
C 5.255234 0.813265 -2.687080 0.008 0.006 0.005 -1.3664
C 3.293802 0.006777 -3.948692 0.010 0.009 0.011 -1.0355
H 3.986017 5.064245 -1.471282 0.004 0.008 -0.005 0.4297
H 2.575276 4.080692 -1.079554 -0.024 0.006 0.000 -0.3860
H 2.624928 4.984180 -2.618696 -0.025 -0.008 0.025 0.3431
H 4.928870 4.598949 -3.718104 0.005 0.009 0.019 0.4390
H 5.348159 2.905950 -3.972963 -0.040 0.015 -0.004 0.4172
H 5.927780 3.755445 -2.523537 0.021 -0.014 -0.021 0.3363
H 5.492533 1.496798 -1.875986 -0.008 -0.029 0.007 0.3840
H 6.015491 0.891688 -3.466224 0.013 -0.004 0.009 0.3696
H 5.271468 -0.203665 -2.293183 -0.007 -0.008 0.001 0.5488
H 2.621895 0.410450 -4.701036 -0.012 -0.001 0.001 0.4182
H 2.732810 -0.672705 -3.305459 0.002 -0.001 0.017 0.2934
H 4.089307 -0.546701 -4.445818 -0.004 0.000 -0.001 0.3538
```
Positions in Å, forces in eV/Å.

Computed properties:
- Kohn-Sham gap: 0.2144 Eh
- E_HOMO: -9.00 eV
- Spin multiplicity: 1
- ΔE to the lowest compared entry with this formula, charge and spin: 0.0000 eV
- LUMO level: -3.17 eV
- Charge: +1
- M: 871.82 Da

spin multiplicity of number 3 (C4H6BrN3S)? 1

Number 4 is which compound? C37H52AsBN10OSScSi2